No. 1
89
Properties=species:S:1:pos:R:3 method="wB97M-V/def2-TZVPD" multiplicity=1 total_charge=+1 orbital_gap_ev=6.1530 lumo_ev=-4.529 homo_ev=-10.68
C 0.3803 -3.1955 -0.4221
S 0.1883 -1.4554 -0.1558
O 1.1780 -0.7458 -0.9168
O -0.0047 -1.1835 1.2406
C -1.3455 -0.9263 -0.9772
N -1.3593 0.5518 -0.9093
C -2.5186 1.0527 -1.2056
S -3.7532 -0.0898 -1.4195
C -2.7251 -1.3125 -0.4684
P -3.2004 -3.1520 -0.4470
O -4.1734 -3.1635 0.8575
I -4.8690 -3.2094 -2.1952
H -0.4922 -3.6314 -0.9036
H 1.2584 -3.3103 -1.0569
H 0.5387 -3.6361 0.5604
H -1.2469 -1.1711 -2.0444
H -0.5287 1.0947 -0.6900
H -2.6841 2.1251 -1.2873
H -2.8198 -0.9343 0.5567
H -3.8448 -2.7057 1.6379
C 1.8807 -1.1140 3.7186
O 2.2883 -1.1850 5.0616
C 1.4013 -0.5078 5.9315
C 1.5757 -0.9761 7.3592
O 0.9636 -2.2260 7.6303
C 1.6610 -3.3882 7.2091
C 2.8099 -3.7778 8.1126
O 3.9323 -2.9521 7.8756
C 4.8520 -2.9697 8.9443
H 1.8460 -0.0776 3.3592
H 2.6132 -1.6637 3.1286
H 0.8914 -1.5631 3.5802
H 0.3619 -0.6823 5.6218
H 1.5950 0.5736 5.8886
H 1.0577 -0.2601 8.0005
H 2.6338 -0.9811 7.6283
H 2.0122 -3.2911 6.1790
H 0.9236 -4.1923 7.2524
H 3.0712 -4.8275 7.9158
H 2.4898 -3.6974 9.1592
H 4.3879 -2.6187 9.8729
H 5.6710 -2.3041 8.6805
H 5.2531 -3.9756 9.1140
C 6.1497 -3.9285 -6.9840
O 4.8993 -3.5039 -6.4861
C 4.0042 -4.5776 -6.2833
C 2.8811 -4.1618 -5.3597
O 3.2441 -4.1310 -3.9850
C 4.0128 -3.0194 -3.5514
C 3.1839 -1.7812 -3.2995
O 2.8458 -1.1318 -4.5102
C 1.7267 -0.2971 -4.3843
H 6.0484 -4.4198 -7.9582
H 6.7718 -3.0437 -7.0986
H 6.6364 -4.6240 -6.2911
H 4.5297 -5.4389 -5.8513
H 3.5701 -4.8898 -7.2437
H 2.0991 -4.9204 -5.4292
H 2.4690 -3.2030 -5.6831
H 4.8330 -2.8014 -4.2373
H 4.4373 -3.3243 -2.5920
H 3.7462 -1.0922 -2.6546
H 2.2691 -2.0701 -2.7674
H 0.8382 -0.8700 -4.0764
H 1.5375 0.1496 -5.3583
H 1.8941 0.5008 -3.6493
C -2.0131 8.0018 -1.1773
O -3.1862 7.3488 -1.6098
C -2.9192 6.2110 -2.3954
C -4.1391 5.3200 -2.4797
O -4.3714 4.5286 -1.3174
C -4.9089 5.2043 -0.1819
C -6.3800 5.5361 -0.2981
O -6.5719 6.6585 -1.1289
C -7.8979 6.7677 -1.5995
H -1.4167 8.3606 -2.0235
H -2.3193 8.8540 -0.5755
H -1.3907 7.3359 -0.5677
H -2.0771 5.6443 -1.9707
H -2.6418 6.5136 -3.4153
H -3.9663 4.6013 -3.2844
H -5.0201 5.9120 -2.7309
H -4.3351 6.1040 0.0454
H -4.7966 4.5014 0.6465
H -6.7670 5.7430 0.7098
H -6.9210 4.6669 -0.6967
H -8.1841 5.8864 -2.1852
H -7.9452 7.6497 -2.2336
H -8.6091 6.8851 -0.7744

=====

No. 2
26
Properties=species:S:1:pos:R:3 method="wB97M-V/def2-TZVPD" multiplicity=1 total_charge=0 orbital_gap_ev="8.3317 / 8.3327" lumo_ev="-0.425 / -0.425" homo_ev="-8.76 / -8.76"
C -2.0045 -0.2499 -0.6511
C -2.5833 -1.3641 -0.2312
C -1.4001 -1.4986 1.5928
C -0.8257 0.1838 -0.0048
C -0.4802 -0.5715 1.1153
C 1.4708 -1.1803 -1.8179
C 0.7751 -0.2009 1.8486
C 1.3122 1.2275 1.4779
C 1.3394 1.4699 0.0105
C -0.0142 1.2321 -0.6928
N -2.4508 -1.8752 0.9843
N 0.6333 -0.2224 -2.1668
O 1.9883 -1.3712 -0.7429
O -0.7062 2.1518 -1.4155
H -2.4439 0.3726 -1.4486
H -3.5326 -1.6899 -0.8245
H -1.2959 -1.9017 2.6430
H 1.6657 -2.0472 -2.5789
H 0.6169 -0.2643 2.9033
H 1.6006 -0.9711 1.6247
H 0.5910 1.9071 2.0215
H 2.3275 1.2847 1.8807
H 1.5716 2.5665 -0.1350
H 2.0014 0.9317 -0.6707
H -0.1415 -0.5235 -2.8549
H -0.0148 2.6042 -1.8672

=====

No. 3
9
Properties=species:S:1:pos:R:3 method="wB97M-V/def2-TZVPD" multiplicity=1 total_charge=+1 orbital_gap_ev="4.1467 / 4.1462" lumo_ev="-7.731 / -7.731" homo_ev="-11.88 / -11.88"
C 1.9888 -0.2757 -0.1856
C 0.7727 -0.4254 -0.0677
N 3.2842 -0.2587 -0.2092
O -1.4075 -1.5692 0.0284
S -0.8609 -0.2332 -0.1772
I -7.3122 -0.0816 -0.0253
H 3.8842 0.5305 -0.3836
H 3.7049 -1.0203 0.2494
H -6.3571 0.2570 -1.1658

=====

No. 4
22
Properties=species:S:1:pos:R:3 method="wB97M-V/def2-TZVPD" multiplicity=1 total_charge=0 orbital_gap_ev=9.7077 lumo_ev=0.711 homo_ev=-9.00
C -3.4086 -0.5771 -0.0183
C -2.7012 0.1178 -0.9519
C -2.7178 -1.4992 0.8179
C -1.2907 -0.0663 -1.0082
C -1.3570 -1.6252 0.7991
C 2.2554 1.4784 -0.7451
C 2.9434 1.5884 1.3073
C -0.6844 -0.9511 -0.1801
C 1.8498 0.4397 -0.0281
C 0.7540 -1.2397 -0.3403
N 2.2739 0.5161 1.2344
N 2.9996 2.2269 0.1496
Cl 1.0136 -1.7421 -1.9554
Cl 1.4283 -2.2787 0.9155
H -4.4565 -0.2961 0.0977
H -3.2264 0.8673 -1.6066
H -3.2349 -1.9046 1.6053
H -0.6827 0.3713 -1.8907
H -0.8125 -2.3308 1.4855
H 1.9989 1.9223 -1.7217
H 3.5829 1.9577 2.1996
H 3.4728 3.0249 -0.1655

=====

No. 5
99
Properties=species:S:1:pos:R:3 method="wB97M-V/def2-TZVPD" multiplicity=1 total_charge=+1 orbital_gap_ev=8.1710 lumo_ev=-3.269 homo_ev=-11.44
Hg 2.4122 0.8443 0.4726
Zn -1.0830 -2.9003 0.1010
S -0.6935 -0.4374 -0.7968
O -1.6304 0.3483 -1.5800
O -1.2862 -0.9469 0.4731
O -0.5371 -1.7973 -1.4400
O 0.5776 0.2396 -0.6659
C 2.5892 -3.5011 2.7685
F 1.7836 -3.0578 3.7287
F 3.8422 -3.1748 3.0709
F 2.5383 -4.8234 2.6924
S 2.1123 -2.7361 1.1372
O 2.9107 -3.4075 0.1467
O 0.6874 -3.0510 0.9872
O 2.4199 -1.3203 1.2662
C -3.4164 -3.5092 1.8420
C -3.8806 -2.6097 0.7175
O -3.1000 -2.9794 -0.4318
O -1.9681 -3.5685 1.8828
H -3.7166 -4.5279 1.5807
H -3.8234 -3.1616 2.7898
H -3.6237 -1.5724 0.9598
H -4.9576 -2.6214 0.5680
H -3.5767 -2.7677 -1.2433
H -1.7335 -4.0052 2.7075
C 3.6563 -3.7496 -3.2237
C 2.1490 -3.6075 -3.1358
O 1.7754 -2.2256 -2.9947
O 4.4149 -3.3079 -2.1223
H 4.0428 -3.1741 -4.0713
H 3.8703 -4.7947 -3.4842
H 1.7602 -4.1274 -2.2526
H 1.6586 -4.0151 -4.0230
H 0.8640 -2.2379 -2.6662
H 3.9223 -3.4187 -1.3018
C -2.3598 -0.2532 -5.2595
C -0.8622 -0.1931 -5.0990
O -0.4828 0.9150 -4.2725
O -3.0543 -0.5386 -4.0646
H -2.6221 -1.0276 -5.9847
H -2.7670 0.6767 -5.6754
H -0.3328 -0.1364 -6.0480
H -0.5601 -1.0993 -4.5585
H -0.5755 0.6320 -3.3583
H -2.8145 0.0500 -3.3407
C -4.0986 2.3756 -1.3006
C -3.0370 3.2719 -1.9097
O -3.4535 3.6697 -3.1985
O -3.5716 1.6950 -0.1567
H -4.4807 1.6643 -2.0393
H -4.9509 2.9442 -0.9343
H -2.0381 2.8271 -1.8940
H -2.9559 4.1563 -1.2581
H -2.7070 3.8444 -3.7754
H -2.8645 1.1162 -0.4866
C 0.7679 2.7153 2.3345
C 0.2269 3.3743 1.0937
O 1.1170 3.0731 0.0287
O 0.7848 1.2942 2.2281
H 0.1997 3.0206 3.2131
H 1.7995 3.0742 2.4150
H 0.0703 4.4497 1.2281
H -0.7899 3.0147 0.8825
H 0.8398 3.5331 -0.7696
H -0.1572 1.0018 2.4069
C 3.2205 1.4443 -2.9703
C 4.3025 0.9430 -2.0166
C 4.9061 2.0270 -1.1374
O 3.9081 2.5545 -0.2631
C 4.3900 3.6614 0.5045
N 3.7857 -0.1471 -1.1642
H 2.2517 1.6267 -2.5084
H 3.0871 0.6955 -3.7512
H 3.5959 2.3336 -3.4769
H 5.1600 0.4736 -2.5108
H 5.2695 2.8521 -1.7568
H 5.7611 1.6590 -0.5593
H 5.3589 3.4158 0.9509
H 3.6691 3.8713 1.2856
H 4.5987 4.4968 -0.1655
H 4.5433 -0.7134 -0.7895
H 3.2610 -0.8142 -1.7446
C -0.7624 -1.1154 3.9456
C -1.9756 -0.1968 3.9217
C -2.2000 0.6337 5.1832
O -3.2391 1.5466 4.9258
C -3.3514 2.5450 5.9392
N -1.8315 0.7498 2.7861
H -0.6139 -1.6358 3.0019
H -1.0321 -1.9084 4.6559
H 0.1203 -0.6061 4.3258
H -2.8982 -0.7545 3.7088
H -1.2853 1.1682 5.4668
H -2.4979 -0.0513 5.9873
H -2.3685 2.9485 6.1927
H -3.7191 2.0718 6.8569
H -4.0870 3.2533 5.5762
H -2.6731 1.3220 2.7733
H -1.8846 0.2114 1.9210

=====

No. 6
144
Properties=species:S:1:pos:R:3 method="wB97M-V/def2-TZVPD" multiplicity=1 total_charge=0 orbital_gap_ev=9.1868 lumo_ev=-0.073 homo_ev=-9.26
C -5.1293 -2.3468 1.2956
C -6.6060 -2.0954 1.5836
C -6.9301 -3.3001 2.4663
O -5.7032 -3.6811 3.0857
C -4.6606 -2.7818 2.6723
H -4.6219 -1.4252 0.9739
H -4.8940 -3.0121 0.4637
H -7.1484 -1.9726 0.6440
H -6.7060 -1.1329 2.0776
H -7.2560 -4.1577 1.8704
H -7.7248 -3.0405 3.1699
H -3.7014 -3.2891 2.6184
H -4.5993 -1.9770 3.4093
C 4.1793 -1.9908 1.8068
C 5.6983 -1.8420 1.8617
C 5.8881 -0.3365 1.9607
O 4.7207 0.2648 1.3852
C 3.8051 -0.7555 1.0095
H 3.7921 -1.9491 2.8291
H 3.8224 -2.9227 1.3775
H 6.0797 -2.1870 0.8916
H 6.2789 -2.3638 2.6197
H 6.7516 0.0791 1.4360
H 5.9898 -0.0112 3.0025
H 3.8261 -0.9729 -0.0630
H 2.8026 -0.4008 1.2523
C -1.7002 2.3346 -5.3955
C -1.5334 0.8128 -5.4315
C -2.8441 0.3618 -4.7985
O -3.8163 1.2669 -5.3025
C -3.2126 2.5626 -5.4638
H -1.1752 2.7883 -6.2361
H -1.2613 2.7433 -4.4838
H -0.6524 0.4489 -4.9092
H -1.5682 0.4567 -6.4620
H -2.8856 0.4815 -3.7067
H -3.1171 -0.6580 -5.0617
H -3.6229 3.1394 -4.6302
H -3.4814 2.9906 -6.4287
C -0.3230 5.1891 4.8565
C -0.2954 5.0025 3.3533
C -0.1603 3.5147 3.1871
O -0.9289 2.9616 4.2707
C -1.0970 3.9151 5.3255
H -0.7508 6.1547 5.1318
H 0.6377 5.1818 5.3832
H 0.3898 5.6222 2.7877
H -1.2899 5.2498 2.9559
H 0.8906 3.2429 3.3185
H -0.5697 3.1738 2.2369
H -0.6280 3.4945 6.2128
H -2.1050 4.2946 5.5194
C 1.6217 -5.4179 0.1265
C 0.6421 -4.2669 -0.1026
C 0.6363 -4.1094 -1.6298
O 0.8742 -5.4133 -2.1362
C 1.6560 -6.1725 -1.2224
H 1.2557 -6.1404 0.8597
H 2.6131 -5.1195 0.4577
H 0.9590 -3.3316 0.3533
H -0.3384 -4.6224 0.2071
H 1.4026 -3.4257 -2.0196
H -0.3310 -3.7665 -2.0039
H 2.6698 -6.0911 -1.6395
H 1.4014 -7.2280 -1.1820
C -1.1091 -0.6590 0.1031
C -1.0117 -0.4734 -1.4026
C 0.3810 0.1131 -1.5922
O 0.4918 1.0207 -0.4616
C -0.3025 0.5401 0.6182
H -0.6430 -1.5978 0.4025
H -2.1454 -0.6246 0.4395
H -1.7569 0.2603 -1.7230
H -1.1422 -1.3907 -1.9791
H 0.4227 0.7425 -2.4749
H 1.2103 -0.5967 -1.5687
H -1.0234 1.3320 0.8567
H 0.1635 0.3059 1.5826
C -4.0186 2.2469 -0.0351
C -4.0198 2.9863 -1.3748
O -3.4269 4.2386 -1.1435
S -2.5677 4.3271 0.2220
O -3.1931 5.2373 1.1061
O -1.2122 4.5011 -0.0871
O -2.9242 2.8446 0.7169
H -3.8098 1.1829 0.0295
H -4.9330 2.4639 0.5266
H -5.0546 3.0552 -1.6946
H -3.4287 2.3541 -2.0447
C -3.5649 1.3532 3.7388
C -4.0866 2.7637 3.7850
O -5.4737 2.6447 4.1134
S -6.0611 1.2638 3.5351
O -6.8692 1.4774 2.3940
O -6.5598 0.4892 4.6119
O -4.6525 0.6809 3.0304
H -3.4564 0.8210 4.6818
H -2.7132 1.2948 3.0690
H -3.9390 3.3094 2.8530
H -3.5661 3.3757 4.5151
C -1.0260 -4.1325 5.9553
C -1.9656 -4.9005 5.0108
O -1.7894 -4.2646 3.7546
S -0.9640 -2.9190 3.8485
O -1.7899 -1.8503 4.2701
O -0.1091 -2.6807 2.7517
O -0.1069 -3.4385 5.1064
H -0.4783 -4.7602 6.6555
H -1.5044 -3.3904 6.6006
H -2.9905 -4.8338 5.3687
H -1.6666 -5.9444 4.9722
C 3.2311 1.6375 -6.9387
C 4.1306 0.4778 -6.5170
O 4.1474 0.5002 -5.0918
S 3.2622 1.6835 -4.4781
O 3.9895 2.3204 -3.4566
O 1.9667 1.1598 -4.2395
O 3.2564 2.5354 -5.8324
H 2.2041 1.3327 -7.1537
H 3.6022 2.1639 -7.8128
H 5.1404 0.6553 -6.8918
H 3.8236 -0.5250 -6.8041
C 6.5701 -2.5893 -4.3170
C 5.5315 -3.3531 -5.1282
O 4.3131 -2.8081 -4.7008
S 4.3550 -2.6624 -3.0874
O 4.2166 -3.9302 -2.4893
O 3.5213 -1.5952 -2.7148
O 5.8958 -2.2567 -3.1046
H 6.9009 -1.6516 -4.7624
H 7.4576 -3.1677 -4.0674
H 5.5787 -4.4313 -4.9621
H 5.7247 -3.2035 -6.1889
C 4.3547 3.1821 1.0123
C 4.1132 3.2348 -0.4841
O 4.2241 4.5958 -0.9267
S 3.9861 5.6233 0.2844
O 2.6741 6.1483 0.3000
O 5.0838 6.5044 0.2754
O 4.1191 4.5578 1.4654
H 5.3588 3.0336 1.4110
H 3.6902 2.4737 1.4969
H 3.1300 2.8325 -0.7201
H 4.9173 2.7313 -1.0166

=====

No. 7
88
Properties=species:S:1:pos:R:3 method="wB97M-V/def2-TZVPD" multiplicity=2 total_charge=+2 orbital_gap_ev="7.4455 / 6.4265" s2=0.89 lumo_ev="-5.337 / -6.868" homo_ev="-12.78 / -13.29"
Ru 0.3848 1.6072 1.7174
O 0.4163 1.4338 4.0986
S -0.8005 2.3896 4.8052
C 0.7242 0.3180 5.0028
C 1.8895 -0.5245 4.5187
C 1.8046 -0.8539 3.0333
C 0.4496 -1.3837 2.6067
S 0.9755 -2.3893 0.2689
O 0.3028 -1.1866 1.1733
C -0.4072 -3.4605 0.0373
C -1.6740 -2.9509 -0.2359
C -2.7179 -3.8307 -0.4677
C -2.4933 -5.2034 -0.4560
C -1.2266 -5.7018 -0.1911
C -0.1782 -4.8311 0.0751
C -2.2201 1.4547 4.3401
C -3.0699 0.9596 5.3242
C -4.2177 0.2665 4.9620
C -4.4985 0.0326 3.6246
C -3.6416 0.5113 2.6386
C -2.5201 1.2398 2.9959
H -0.1884 -0.2752 5.0946
H 0.9373 0.7572 5.9755
H 1.8833 -1.4398 5.1151
H 2.8339 -0.0215 4.7264
H 2.5921 -1.5483 2.7316
H 2.0145 0.0686 2.4720
H -0.3817 -0.8062 3.0167
H 0.2920 -2.4310 2.8722
H -1.8380 -1.8801 -0.2518
H -3.7097 -3.4482 -0.6695
H -3.3118 -5.8849 -0.6432
H -1.0553 -6.7693 -0.1692
H 0.8059 -5.2165 0.3126
H -2.8317 1.1204 6.3677
H -4.8813 -0.1086 5.7290
H -5.3882 -0.5170 3.3484
H -3.8646 0.3379 1.5936
H -1.8827 1.6505 2.2082
C -0.7543 -3.1811 -3.9667
C 0.6801 -2.7191 -3.7301
C 1.5495 -3.8357 -3.1635
Sb 0.7366 -0.9669 -2.4886
C -0.2755 0.6041 -3.5775
C -0.0670 0.4510 -5.0813
C -1.7554 0.6441 -3.2084
C 2.7986 -0.3495 -2.4872
C 3.6144 -0.9079 -1.3270
C 3.4572 -0.6632 -3.8315
H -0.7615 -3.9910 -4.6988
H -1.3989 -2.3894 -4.3511
H -1.1986 -3.5642 -3.0458
H 1.1180 -2.3454 -4.6617
H 1.1446 -4.2100 -2.2228
H 2.5843 -3.5318 -3.0007
H 1.5632 -4.6748 -3.8625
H 0.2169 1.5035 -3.2022
H -0.5252 -0.4623 -5.4635
H 0.9817 0.4574 -5.3767
H -0.5501 1.2878 -5.5923
H -2.2706 -0.2700 -3.5084
H -2.2418 1.4723 -3.7282
H -1.9041 0.7839 -2.1366
H 2.7245 0.7340 -2.3674
H 3.6866 -1.9963 -1.3619
H 3.2027 -0.6302 -0.3539
H 4.6315 -0.5132 -1.3781
H 3.5650 -1.7378 -3.9828
H 4.4616 -0.2345 -3.8476
H 2.9195 -0.2528 -4.6857
O 0.0627 3.5151 2.2205
N -0.0584 4.5770 1.4188
C -0.9957 4.5909 0.4575
C -1.1557 5.7139 -0.3238
C -0.3543 6.8243 -0.0964
C 0.5918 6.7817 0.9171
C 0.7271 5.6361 1.6708
H -1.5785 3.6856 0.3710
H -1.9158 5.7123 -1.0913
H -0.4743 7.7151 -0.6968
H 1.2283 7.6268 1.1350
H 1.4219 5.5005 2.4857
C 2.2439 2.9736 -0.4296
C 1.2849 1.9947 0.1655
O 0.3694 1.4355 -0.4713
H 1.7285 3.9371 -0.4385
H 2.4791 2.7169 -1.4616
H 3.1542 3.0671 0.1562

=====

| no. | molecular weight (g mol⁻¹) | energy (Eh) |
| --- | --- | --- |
| 1 | 742.649 | -3260.87275 |
| 2 | 192.218 | -648.14565 |
| 3 | 216.023 | -903.47242 |
| 4 | 227.094 | -1415.66439 |
| 5 | 999.728 | -5322.72936 |
| 6 | 1177.344 | -6060.95774 |
| 7 | 796.695 | -2734.03337 |